{"formula": "C17H23Br2Cl15N3O2", "method": "the ωB97M-V functional and the def2-TZVPD basis", "multiplicity": 1, "charge": 1, "lumo_ev": -5.16, "symbols": ["C", "N", "C", "C", "Cl", "C", "Cl", "H", "H", "C", "C", "C", "Cl", "O", "H", "Cl", "Cl", "C", "Br", "Cl", "C", "H", "C", "C", "H", "O", "C", "H", "H", "H", "H", "H", "C", "H", "H", "C", "Cl", "C", "H", "H", "N", "H", "H", "H", "H", "Cl", "Br", "Cl", "Cl", "H", "H", "H", "C", "Cl", "C", "Cl", "Cl", "Cl", "H", "H", "N", "Cl"], "xyz": [[-6.85904, -1.77281, -2.38976], [-1.59562, 1.95618, -2.51661], [9.56899, 1.42517, 3.01318], [-6.31001, 0.44587, 3.39223], [3.66552, 2.83444, 0.84876], [5.70120, 0.70855, 5.07083], [6.83673, -0.49514, 4.44496], [1.33399, 3.10477, 1.02663], [4.37443, -2.24501, 1.44685], [0.75431, -1.23105, -2.19488], [-5.73149, -1.14637, -1.44946], [-3.41451, -2.52681, -2.01781], [-0.75656, 4.04139, -3.14217], [-1.43715, 0.89182, -3.48721], [9.32659, 0.54607, 3.60521], [-7.44658, -0.12815, 4.61614], [5.01537, -4.53823, 1.45476], [-0.16297, -1.64423, -3.41318], [-6.18613, -2.75558, -3.96804], [3.46213, -0.10653, 1.86860], [4.93212, -5.12710, 3.12060], [-4.05836, 0.98492, -2.55830], [-4.26677, -1.23700, -2.00244], [2.03772, 3.03861, 0.19945], [1.66277, -0.36740, -0.25146], [-1.09573, 1.67032, -1.50367], [4.77319, -1.23333, 1.48392], [-7.72962, -0.59346, -4.07703], [-7.46005, -2.49214, -1.76240], [-2.47371, 5.42365, -3.98869], [5.53266, -1.16545, 2.25886], [-5.96889, -0.03398, -1.37437], [-2.11569, -0.22842, -3.02356], [0.01799, -0.95604, -4.29542], [-6.24752, -0.29194, 2.59557], [1.36306, -0.64623, -1.30347], [-6.83401, 1.98636, 2.70058], [-7.88982, -0.65514, -2.95165], [5.79458, -5.76062, 3.31452], [6.23646, 1.38851, 5.72948], [-2.14188, -2.61868, -2.48621], [0.07243, -2.72588, -3.66692], [-7.69077, 0.37337, -2.53233], [9.48994, 1.19091, 1.95395], [5.27704, 1.26087, 4.23495], [-1.76717, 6.54874, -2.04455], [-5.85504, -1.78229, 0.44671], [1.90637, 4.50304, -0.78001], [4.39198, -0.05827, 5.97635], [-5.33298, 0.57898, 3.85169], [-8.93567, -0.98609, -2.68699], [1.79776, 2.17786, -0.42206], [-3.55314, -0.01739, -2.54388], [-4.14622, -4.06460, -1.41397], [-1.51279, 5.60191, -3.51126], [5.50828, -0.84878, -0.07732], [8.42029, 2.71234, 3.40232], [11.22785, 1.91737, 3.36949], [-0.86353, 6.15813, -4.18387], [4.01686, -5.70064, 3.24729], [-1.59117, -1.50415, -2.92354], [4.93194, -3.78520, 4.27065]], "forces_ev_per_a": [[-1.22, 0.64, 0.64], [-0.66, -0.07, 3.99], [0.07, -0.23, -0.09], [0.12, -0.14, 0.08], [-0.04, 0.41, -0.13], [-0.08, 0.34, 0.02], [0.08, -0.03, 0.01], [0.13, 0.10, -0.07], [-0.01, 0.43, -0.05], [-0.35, 1.09, -0.72], [0.49, 1.03, -0.86], [-0.47, 0.81, -0.20], [0.91, 1.82, -0.71], [-0.43, -4.76, -1.10], [0.03, 0.20, 0.03], [0.08, -0.07, -0.03], [0.08, -0.43, -0.13], [2.19, 0.04, 1.58], [-0.04, 0.19, 0.65], [-0.09, -0.37, 0.30], [-0.03, -0.19, 0.22], [0.75, -1.17, -0.13], [3.08, 1.00, -1.00], [-0.07, -0.10, 0.11], [0.04, -0.31, -1.93], [-0.53, 0.47, -1.36], [0.04, -0.31, 0.03], [-0.57, -0.01, 1.53], [0.93, 0.57, -0.86], [0.11, -0.07, 0.14], [-0.13, 0.11, -0.10], [0.44, -1.53, 0.02], [-3.36, 0.10, 1.28], [-0.33, -0.90, 1.16], [-0.13, 0.21, 0.17], [-1.40, -1.32, 0.37], [0.10, -0.01, -0.13], [0.71, -0.41, -0.26], [-0.03, 0.18, -0.08], [0.00, -0.19, -0.04], [-3.46, 0.56, 1.18], [-0.79, 1.41, 0.22], [-0.25, -1.16, -0.23], [0.02, 0.16, 0.11], [0.03, -0.18, 0.04], [0.00, -0.06, -0.12], [0.15, 0.27, -1.24], [-0.08, -0.02, 0.00], [-0.01, 0.05, -0.03], [-0.17, 0.08, 0.02], [1.15, 0.52, -0.50], [0.12, 0.13, -0.02], [0.55, -4.20, 0.85], [1.27, 2.08, -0.88], [-0.12, 0.46, -0.19], [0.02, -0.04, -0.01], [-0.13, -0.03, -0.02], [-0.01, -0.08, -0.04], [0.02, -0.12, 0.15], [0.06, 0.16, -0.07], [1.23, 2.90, -1.58], [-0.01, -0.04, 0.02]]}